No. 1
The following is a DFT calculation (ωB97M-V/def2-TZVPD) of a structure of composition C28H40N4OPRbSb2Se4 at a distorted geometry.

```
81
Properties=species:S:1:pos:R:3:mulliken_charge:R:1
Rb 1.6711 -0.9689 -1.0609 0.40
C 3.4180 2.3000 -1.7509 -0.43
C 4.4957 1.3082 -1.1396 -0.94
N 4.5330 -0.1382 -1.4890 0.14
C 4.9001 -0.6422 -2.7994 -0.63
C 4.4534 0.1225 -4.0960 -0.74
N 2.9991 0.2489 -4.2385 0.06
C 2.3666 1.5378 -4.3401 -0.99
C 1.3935 1.9865 -3.1935 -0.49
N 2.0014 1.8302 -1.8489 0.01
H 3.8180 2.6434 -2.7266 0.14
H 3.5669 3.2509 -1.1128 0.33
H 4.3364 1.3110 -0.0223 0.40
H 5.5326 1.7357 -1.2795 0.26
H 5.1372 -0.5251 -0.7585 0.24
H 4.6165 -1.7494 -2.7585 0.15
H 6.0173 -0.6386 -2.9407 0.28
H 4.8919 -0.4040 -4.9245 0.45
H 4.9884 1.1380 -4.0139 0.25
H 2.6402 -0.5029 -4.8504 0.27
H 1.7644 1.5268 -5.2695 0.43
H 3.0664 2.4068 -4.5338 0.31
H 0.4442 1.4103 -3.2454 0.26
H 1.1230 3.0129 -3.4976 0.29
H 1.4565 2.4262 -1.2010 0.08
O -1.0813 -1.5141 0.5713 0.09
N -0.8717 -1.3302 1.9705 0.35
C -0.3141 -2.2390 2.7962 -0.39
C -0.3351 -1.8350 4.2017 -0.03
C -0.0424 -2.6452 5.3043 -0.64
C -0.1220 -2.0908 6.5693 -0.43
C -0.4209 -0.7266 6.7077 -0.76
C -0.6973 0.1399 5.6014 -0.22
C -0.7760 -0.4841 4.3532 -0.13
P -1.1936 0.2479 2.8046 0.62
C -0.1792 1.6013 2.2976 0.81
C 1.1497 1.4677 2.6648 -0.94
C 1.9719 2.6126 2.6843 -0.52
C 1.5000 3.8238 2.2590 -0.83
C 0.2234 3.8898 1.6636 -0.35
C -0.6627 2.8177 1.7577 -0.59
C -2.8810 0.6572 2.5872 0.19
C -3.6326 0.9295 3.7769 -0.29
C -4.9189 1.4574 3.6871 -0.51
C -5.5322 1.6455 2.4660 -0.49
C -4.7984 1.4778 1.2733 -0.64
C -3.4554 1.0441 1.3684 -0.86
H -1.1137 -2.5123 0.5116 0.20
H -0.0581 -3.2501 2.4783 -0.12
H 0.2635 -3.6719 5.1374 0.42
H 0.0531 -2.7349 7.4415 0.33
H -0.4426 -0.2574 7.6749 0.35
H -0.8841 1.2283 5.7487 0.41
H 1.4493 0.5071 3.0211 0.54
H 2.9216 2.4788 3.1508 0.44
H 2.1516 4.6976 2.3370 0.27
H -0.1383 4.7844 1.1628 0.38
H -1.6949 2.8560 1.4176 0.31
H -3.2045 0.6796 4.7480 0.29
H -5.4096 1.6973 4.6351 0.36
H -6.5216 2.1407 2.4063 0.26
H -5.1525 1.7839 0.3326 0.45
H -2.9043 0.8568 0.4858 0.83
Se 0.0796 -5.0390 0.5547 -0.52
Sb 1.6255 -5.3495 -1.5726 0.15
Se 2.4026 -4.1410 1.1364 -0.13
Se 0.5504 -3.6635 -3.0809 -0.58
Se 3.8029 -4.0651 -0.8038 -0.56
C -3.6307 -0.0008 -3.1191 -1.34
Sb -2.7171 -1.9552 -3.4369 0.62
C -2.7194 -2.3325 -5.5605 -1.27
C -4.2250 -3.3612 -2.6701 -1.26
H -2.9014 0.7126 -2.7607 0.30
H -4.3899 -0.0528 -2.3411 0.32
H -4.0225 0.3436 -4.0338 0.46
H -2.7437 -3.4158 -5.6967 0.33
H -1.8295 -1.9561 -6.0877 0.30
H -3.6556 -1.9793 -5.9717 0.44
H -5.0561 -3.4680 -3.3824 0.38
H -4.5756 -2.8124 -1.7720 0.29
H -3.8709 -4.3221 -2.3650 0.38
```

The HOMO energy (alpha / beta) comes out at 0.45 / 0.53 eV. For the HOMO-LUMO gap (alpha / beta), the calculation gives 2.61 / 2.54 eV. Its relative energy (zero: lowest compared OMol25 entry of this formula, charge and spin) is 128.6 kcal per mole. As for the total charge: -2.

No. 2
The following is a DFT calculation (ωB97M-V/def2-TZVPD) of a structure of composition C28H41AsBClN9OW at a distorted geometry.

```
83
Properties=species:S:1:pos:R:3:lowdin_spin:R:1
W -1.9905 0.2335 1.8034 1.70
C -4.4740 -2.7541 0.1293 0.01
C -3.3660 -1.9445 0.0584 0.02
N -3.3326 -1.1305 1.1445 0.03
N -4.4289 -1.4159 1.9049 0.01
C -5.1209 -2.3825 1.3093 0.03
B -4.6675 -0.6639 3.2428 0.00
N -3.4505 -0.9195 4.1571 0.01
C -3.3836 -1.3906 5.4017 0.03
C -2.0609 -1.3573 5.8329 0.01
C -1.3566 -0.8361 4.7715 0.02
N -2.1970 -0.5645 3.7437 0.03
N -4.6653 0.8591 2.9086 0.01
C -5.5098 1.8193 3.2411 -0.01
C -4.9726 3.0664 2.8738 -0.01
C -3.7615 2.7773 2.3159 0.01
N -3.5567 1.4206 2.3203 0.01
H -4.7848 -3.5078 -0.5728 0.00
H -2.5975 -1.8935 -0.6971 0.00
H -6.0338 -2.7501 1.7508 0.00
H -5.6844 -0.9921 3.7551 0.00
H -4.2741 -1.7202 5.9129 0.00
H -1.6791 -1.6731 6.7877 0.00
H -0.2977 -0.6511 4.6820 0.00
H -6.4467 1.5840 3.7229 0.00
H -5.4274 4.0324 3.0094 0.00
H -3.0162 3.4412 1.9055 0.00
C 4.6043 1.7635 0.4999 0.00
C 4.8727 0.7835 -0.6455 0.00
C 6.1990 0.0608 -0.3797 0.00
C 5.0149 1.6115 -1.9312 0.00
C 3.7085 -0.2485 -0.8020 0.00
O 2.4829 0.4191 -1.1385 0.00
C 4.0454 -1.3332 -1.8424 0.00
C 2.8809 -2.2051 -2.3039 0.00
C 1.9030 -1.6214 -3.3035 0.00
C 0.6921 -2.2839 -3.5064 0.00
C -0.2462 -1.8223 -4.4152 0.00
C 0.0221 -0.6676 -5.1374 0.00
Cl -1.1740 -0.0357 -6.2182 0.00
C 1.2337 -0.0120 -4.9896 0.00
C 2.1652 -0.4965 -4.0788 0.00
C 3.3836 -0.9869 0.5350 0.00
N 2.0960 -0.5820 1.1245 0.02
C 0.9383 -1.2015 1.0125 0.01
N -0.0056 -0.4848 1.6532 0.03
C 0.7083 0.5948 2.1297 0.02
N 1.9630 0.5747 1.8153 0.00
H 5.3960 2.5116 0.5183 0.00
H 4.6052 1.2824 1.4785 0.00
H 3.6556 2.2845 0.3725 0.00
H 6.9736 0.7983 -0.1727 0.00
H 6.5330 -0.5269 -1.2335 0.00
H 6.1512 -0.5974 0.4914 0.00
H 5.8435 2.3091 -1.8132 0.00
H 4.1325 2.2266 -2.1303 0.00
H 5.2369 1.0105 -2.8123 0.00
H 2.6200 0.8482 -1.9925 0.00
H 4.8021 -1.9819 -1.3960 0.00
H 4.5357 -0.8874 -2.7062 0.00
H 2.3037 -2.5576 -1.4401 0.00
H 3.2987 -3.1166 -2.7396 0.00
H 0.4906 -3.2014 -2.9626 0.00
H -1.1711 -2.3575 -4.5828 0.00
H 1.4524 0.8575 -5.5945 0.00
H 3.1232 0.0071 -4.0158 0.00
H 4.1425 -0.8353 1.2974 0.00
H 3.2855 -2.0579 0.3660 0.00
H 0.7893 -2.1327 0.4910 0.00
H 0.2831 1.3923 2.7416 0.00
C -3.5734 1.5754 -1.4465 0.00
As -1.8380 1.4013 -0.6202 0.01
C -0.7863 0.3350 -1.8280 0.01
C -1.0552 3.1689 -0.6596 0.00
H -3.4462 2.0587 -2.4153 0.00
H -4.2264 2.1814 -0.8205 0.00
H -4.0122 0.5897 -1.5926 0.00
H -0.8186 0.7790 -2.8254 0.00
H -1.1998 -0.6686 -1.9007 0.00
H 0.2471 0.2811 -1.4867 0.00
H -0.8623 3.4200 -1.7028 0.00
H -0.1160 3.1870 -0.1092 0.00
H -1.7475 3.9025 -0.2501 0.00
```

As for the multiplicity: 3. The HOMO energy (alpha / beta) comes out at -15.15 / -15.15 eV. For the HOMO-LUMO gap (alpha / beta), the calculation gives 3.51 / 4.31 eV. Its relative energy (zero: lowest compared OMol25 entry of this formula, charge and spin) is 14.9 kcal per mole. As for the total charge: +3.